112
Properties=species:S:1:pos:R:3 method="wB97M-V/def2-TZVPD" gap_ev=5.999 lumo_energy_ev=-1.868 largest_force_ev_per_a=7.5 total_energy_ev=-87292.723 e_homo_ev=-7.87 smiles="O=S(=O)(c1cnc2c(O)ccc(CCCCCCCCCCCCn3cccc3)c2n1)C(F)(F)F.CCOC(=O)OC.CCOC(=O)OC.CCOC(=O)OC"
S 7.612 -0.914 -5.167
F 9.332 1.119 -5.886
F 7.355 0.911 -7.195
F 9.058 -0.588 -7.364
O -2.634 -3.490 1.622
O -5.558 -4.726 8.175
O 5.540 1.565 1.186
O -4.763 -2.788 1.228
O 2.637 2.257 3.910
O 2.182 2.930 5.928
O 6.635 -1.906 -5.785
O -6.396 -4.874 6.173
O 8.788 -1.709 -4.609
O -3.591 -4.064 -0.245
O 3.607 1.175 5.658
O -6.870 -6.515 7.677
N 5.776 0.932 -4.019
N -0.594 -1.649 -3.650
N 6.843 0.243 -1.094
C 8.355 0.253 -6.432
C 2.352 2.853 7.349
C -2.501 3.739 -2.994
C 0.968 3.901 -4.918
C 1.724 -0.929 -3.275
C -2.913 0.705 -3.393
C 1.358 -2.074 -2.267
C -3.760 -3.378 0.900
C -5.479 -5.210 9.515
C -7.210 -5.530 5.194
C 7.324 -0.337 -2.306
C 1.891 2.625 -4.606
C 3.459 2.945 -4.436
C -6.324 -5.483 7.368
C 5.769 1.154 -1.395
C -2.653 -2.845 2.902
C 3.888 2.850 -0.267
C 0.911 4.995 -3.727
C 3.359 3.179 -1.725
C 5.240 1.498 -2.813
C -3.052 -0.894 -3.487
C 3.673 3.465 7.775
C -0.084 4.571 -2.536
C 5.076 1.866 -0.157
C -1.607 5.081 -2.719
C 0.433 -0.739 -4.112
C -1.902 -1.610 -4.358
C -4.755 -4.110 -1.068
C -2.327 1.229 -1.983
C -8.684 -5.285 5.457
C 6.810 -0.008 -3.736
C 3.395 1.427 3.028
C 4.043 2.528 -2.981
C -2.605 2.793 -1.696
C -3.435 -3.662 3.913
C -0.122 -2.475 -2.551
C 2.876 2.028 5.213
H -2.842 0.620 -1.141
H -2.028 3.242 -3.910
H -2.983 -1.307 -2.411
H -3.369 -3.213 4.907
H 3.631 4.064 -4.666
H -3.044 -1.827 2.816
H 0.331 -0.001 -4.972
H 4.446 1.706 3.072
H -3.949 1.178 -3.606
H -4.477 -4.563 -2.021
H -5.518 -4.733 -0.596
H 3.765 4.485 7.391
H -5.144 -3.108 -1.262
H -0.010 3.423 -2.383
H 1.767 1.909 -5.511
H -3.652 2.934 -1.227
H 3.755 3.487 8.864
H 0.521 6.010 -4.131
H -1.722 5.852 -3.562
H -1.959 5.564 -1.743
H 2.255 1.820 7.695
H 2.677 -0.331 -3.440
H -4.736 -4.612 10.045
H 1.994 5.193 -3.396
H -4.109 -1.168 -3.860
H 1.451 2.058 -3.705
H -0.129 3.558 -5.082
H -0.752 -3.262 -2.025
H -1.776 -0.998 -5.316
H -6.940 -5.104 4.224
H -2.239 -2.662 -4.684
H -4.490 -3.731 3.637
H 5.940 2.385 1.566
H -2.219 1.114 -4.223
H 4.022 2.382 -5.279
H -8.998 -5.733 6.402
H -5.166 -6.255 9.542
H 4.518 2.899 7.378
H -6.979 -6.598 5.151
H 3.448 3.310 0.688
H 1.279 4.485 -5.868
H 3.269 0.370 3.271
H 3.033 1.593 2.013
H -1.613 -2.763 3.228
H -6.444 -5.085 10.011
H -1.855 3.117 -0.884
H 0.314 5.044 -1.552
H 8.167 -1.117 -2.214
H 2.093 -2.492 -1.504
H -8.888 -4.213 5.530
H -1.194 1.008 -1.873
H -9.296 -5.709 4.656
H 2.474 3.899 -1.791
H -3.052 -4.685 3.959
H 1.530 3.419 7.794
H -3.563 4.117 -3.224



117
Properties=species:S:1:pos:R:3 method="wB97M-V/def2-TZVPD" gap_ev=7.207 lumo_energy_ev=1.940 charge=-1 largest_force_ev_per_a=16.6 total_energy_ev=-98530.939 e_homo_ev=-5.27
P -0.109 0.089 -0.171
F -0.504 -1.339 0.408
F 0.776 -0.549 -1.349
F 0.289 1.633 -0.732
F -1.357 0.091 -1.244
F 1.199 0.091 0.755
F -0.986 0.731 1.020
O 5.363 2.372 1.873
O -3.357 1.348 -1.808
O -0.308 5.150 0.455
O -0.388 1.920 -2.614
O 3.308 -2.232 -3.556
O -0.704 2.914 3.668
O -4.054 2.581 -3.533
O -2.681 -3.924 0.891
O -0.567 -3.569 1.467
O 3.599 1.099 2.290
O 3.522 -0.627 -1.926
O -0.191 3.103 1.576
O -1.596 4.249 5.161
O -0.781 -2.245 -3.397
O -2.173 -2.996 -5.002
N 1.907 -1.908 0.526
N -2.630 -2.143 -0.423
C -3.386 -3.247 -0.629
C 0.082 3.228 -2.294
C -2.919 -1.295 -1.525
C 4.636 1.430 1.557
C 2.840 -0.006 1.814
C -1.827 -4.282 -2.926
C 1.837 4.092 0.686
C -2.326 1.404 3.185
C -2.917 3.636 -1.657
C -2.794 2.970 -0.251
C 2.191 1.035 -2.895
C -0.352 -2.460 -2.089
C -1.704 -3.066 -3.837
C 0.820 2.191 1.633
C -2.740 1.508 -0.553
C -0.766 -2.052 3.235
C -4.170 -3.080 -1.733
C 0.323 4.196 0.913
C 3.659 -0.478 0.623
C 2.334 -2.296 1.780
C 1.826 -0.247 -3.576
C -1.853 -3.266 1.510
C -1.075 1.991 2.701
C 3.587 -3.423 0.257
C 2.914 0.627 -1.639
C 0.229 -2.746 2.302
C -2.911 2.453 4.158
C -2.131 -2.092 2.439
C -3.852 -1.849 -2.346
C -3.571 2.513 -2.408
C -1.690 3.317 4.412
C 2.967 -1.135 -3.068
C 2.187 2.889 1.438
C 4.788 0.565 0.354
C -0.821 -3.919 -1.880
C 2.641 -2.641 -0.412
C 3.446 -3.129 1.627
H 0.915 -3.301 2.943
H 1.847 0.325 1.509
H -3.672 3.151 3.809
H 3.649 1.361 -1.310
H 1.357 1.711 -2.709
H -0.799 -2.552 4.202
H -0.386 3.551 -1.364
H -0.503 -1.018 3.461
H -3.570 4.508 -1.688
H -3.029 -2.216 3.045
H 0.734 -2.416 -2.175
H 2.782 1.612 -3.606
H -2.407 -1.117 2.039
H -3.431 -4.028 0.115
H 0.828 -0.631 -3.367
H 2.792 2.140 0.927
H -0.270 1.288 -1.902
H -1.679 1.271 -0.630
H -2.278 0.426 3.663
H -2.845 -4.188 -2.548
H 4.546 1.124 -0.550
H 1.837 -0.126 -4.660
H -1.212 2.501 1.747
H 0.111 -4.483 -1.923
H -3.257 2.064 5.115
H -4.754 -3.868 -2.186
H -1.896 3.290 0.277
H -2.935 1.174 2.310
H 2.138 0.450 -0.894
H 4.084 -3.532 2.399
H 1.140 3.032 -2.115
H -2.557 -0.279 -1.556
H 1.068 -1.373 0.352
H 2.853 -0.833 2.523
H 0.586 1.476 0.844
H 2.015 4.098 -0.390
H 2.372 4.938 1.118
H 0.724 -1.959 1.733
H 4.204 -1.379 0.905
H 5.791 0.143 0.303
H -1.115 -4.163 -0.859
H 2.323 -2.530 -1.438
H -1.569 -5.177 -3.492
H -2.103 -1.939 0.414
H 3.091 -0.663 -0.288
H 0.798 1.671 2.591
H 2.684 3.136 2.377
H -0.030 3.876 -3.163
H -3.664 3.243 0.346
H -4.368 -1.461 -3.212
H -1.945 3.897 -2.075
H -0.295 1.256 2.502
H -3.207 0.963 0.267
H 4.358 -4.012 -0.217
H -0.833 -1.730 -1.438
H 1.898 -1.880 2.676